ORCA calculation (ωB97M-V with the def2-TZVPD basis set) on an isolated molecule of C4H6F2 in a non-equilibrium geometry.

```
! wB97M-V def2-TZVPD RIJCOSX def2/J DEFGRID3
* xyz 0 1
F -1.82336 -1.06815 -0.29815
C -0.61263 -0.67913 0.45886
C -0.38222 0.84961 0.60763
C 0.56078 0.77075 -0.60595
C 0.54944 -0.78679 -0.42021
F 1.61883 -1.23671 0.29927
H -0.50677 -1.34917 1.38725
H -1.32209 1.37906 0.48544
H 0.05539 1.10880 1.53394
H 1.45942 1.39436 -0.65626
H -0.02895 0.99612 -1.45471
H 0.43216 -1.37876 -1.33711
*
```

The energy above the lowest of the compared OMol25 structures with the same formula, charge and spin is 19.3 kcal/mol. Its HOMO energy is -11.159 eV. The value obtained for the lowest unoccupied orbital energy is 1.2 eV.

Mulliken atomic charge list, values in e, 5 entries: atom 1 (F): -0.339, atom 2 (C): 0.213, atom 3 (C): -0.709, atom 4 (C): -0.692, atom 5 (C): 0.055


ORCA calculation (ωB97M-V with the def2-TZVPD basis set) on a structure of composition HN3P2 in a non-equilibrium geometry.

```
! wB97M-V def2-TZVPD RIJCOSX def2/J DEFGRID3
* xyz 0 1
N 2.01206 1.68309 0.11594
N 0.98970 1.37676 -0.36972
N 3.04020 0.25300 0.37700
P 2.33603 -1.04922 -0.00420
P 0.47616 -0.10046 -0.94112
H -0.52630 -0.20098 0.02190
*
```

The energy above the lowest of the compared OMol25 structures with the same formula, charge and spin is 33.0 kcal/mol. Its HOMO energy is -9.291 eV. The value obtained for the lowest unoccupied orbital energy is -0.6 eV.

Mulliken atomic charge list, values in e, 5 entries: atom 1 (N): -0.118, atom 2 (N): 0.072, atom 3 (N): -0.282, atom 4 (P): 0.187, atom 5 (P): 0.032


ORCA calculation (ωB97M-V with the def2-TZVPD basis set) on a structure of composition C9H15HgO15S in a non-equilibrium geometry.

```
! wB97M-V def2-TZVPD RIJCOSX def2/J DEFGRID3
* xyz -3 1
Hg -0.75850 0.65388 -0.98964
O 1.23184 0.02634 -5.07401
C 0.49460 0.52357 -4.05326
O 0.72287 0.18873 -2.89935
O -0.27006 1.45851 -4.17654
H 0.56562 0.20017 -5.74300
O -3.36063 0.47746 2.77431
C -2.97054 0.31448 1.54035
O -2.15585 0.97932 1.01356
O -3.61539 -0.61136 0.91990
H -4.06339 -0.17645 2.76278
O -0.12980 -3.82004 -0.23681
C -0.52884 -2.81000 -1.14206
O -1.02866 -1.79635 -0.59693
O -0.52460 -2.98063 -2.33332
H 0.52189 -4.28097 -0.77013
O -3.18802 1.34346 -3.83069
C -2.92866 0.16976 -3.31621
O -2.66810 0.15560 -2.08967
O -2.88444 -0.90635 -3.95560
H -3.38972 0.98588 -4.69848
C 0.39544 3.39452 -0.12757
O 0.08630 2.85531 -1.34423
H -0.01489 4.35134 0.19527
H 0.11366 2.63290 0.59950
H 1.47609 3.53513 -0.10474
C 1.35663 -1.38919 3.19058
C 1.90900 -0.12149 3.78734
C 1.97680 0.89993 2.64895
S 2.31045 -0.01090 1.13197
O 3.73124 0.13555 0.71276
O 1.24964 0.15134 0.15186
C 2.15104 -1.64406 1.92875
H 0.31141 -1.15443 2.98934
H 1.32396 -2.30412 3.78212
H 2.92386 -0.23938 4.16715
H 1.22252 0.25532 4.54554
H 2.54411 1.81427 2.82279
H 0.96136 1.15775 2.34809
H 3.11745 -2.03135 2.25150
H 1.78244 -2.38353 1.21783
*
```

Its HOMO energy is 1.608 eV. The value obtained for the lowest unoccupied orbital energy is 5.8 eV.

Mulliken atomic charge list, values in e, 5 entries: atom 1 (Hg): 2.592, atom 2 (O): -0.549, atom 3 (C): 0.519, atom 4 (O): -0.644, atom 5 (O): -0.668